(1)
The following is a quantum chemistry calculation of a cluster of 2 separate species, C2H9N2 in total, from the Open Molecules 2025 dataset.

Properties
ΔE to the lowest compared entry with this formula, charge and spin = 21.0 kcal per mole
total charge = +1
E_LUMO = -3.34 eV

Cartesian coordinates (Å):
N  -1.56  0.43  1.23
H  0.16  -0.29  1.05
H  -1.60  1.31  1.73
H  -2.07  0.60  0.36
H  -2.28  -0.11  1.73
C  0.67  0.88  -1.25
C  0.68  -0.41  -1.00
N  0.66  -0.93  0.38
H  0.75  1.63  -0.46
H  0.64  1.28  -2.24
H  0.91  -1.14  -1.76
H  1.64  -1.12  0.65
H  0.28  -1.88  0.37


(2)
The following is a quantum chemistry calculation of a cluster of 3 separate species, C4H13NO4 in total, from the Open Molecules 2025 dataset.

Properties
total charge = -2
E_LUMO = 6.50 eV

Cartesian coordinates (Å):
C  -0.81  -0.31  -0.55
C  0.53  0.42  -0.74
C  1.21  0.14  -2.15
O  1.62  1.21  -2.86
N  -1.72  0.28  0.44
C  -1.27  0.08  1.87
O  -1.62  -1.12  2.38
H  -0.59  -1.37  -0.33
H  -1.30  -0.33  -1.53
H  0.31  1.49  -0.65
H  1.23  0.08  0.02
H  2.06  -0.56  -1.94
H  0.45  -0.50  -2.66
H  -2.55  -0.30  0.42
H  -1.77  0.92  2.40
H  -0.18  0.25  1.87
H  -0.70  -3.60  2.21
H  -0.92  -2.35  3.00
O  -0.50  -3.30  3.11
H  2.15  2.51  -2.12
H  2.02  3.03  -0.66
O  2.34  3.32  -1.53


(3)
The following is a quantum chemistry calculation of a cluster of 2 separate species, C4H13NOS in total, from the Open Molecules 2025 dataset.

Properties
ΔE to the lowest compared entry with this formula, charge and spin = 49.8 kcal per mole
total charge = 0
E_LUMO = 0.80 eV
SMILES = CN[C@@H](C)CS.O

Cartesian coordinates (Å):
C  -0.05  2.12  -0.34
N  0.35  0.75  0.08
C  0.11  -0.45  -0.79
C  -0.22  -1.82  -0.06
S  -1.70  -2.80  -0.81
C  1.35  -0.75  -1.61
H  0.23  2.41  -1.37
H  0.42  2.78  0.36
H  -1.15  2.27  -0.23
H  1.35  0.80  0.26
H  -0.75  -0.18  -1.55
H  -0.20  -1.71  1.08
H  0.63  -2.45  -0.15
H  -2.68  -1.94  -1.28
H  1.23  -1.66  -2.14
H  2.26  -0.72  -0.94
H  1.60  0.10  -2.40
H  -1.47  0.41  4.02
H  -0.54  1.75  4.26
O  -0.77  1.08  3.61


(4)
The following is a quantum chemistry calculation of a structure of composition C4H7NO2, from the Open Molecules 2025 dataset.

Properties
ΔE to the lowest compared entry with this formula, charge and spin = 137.4 kcal per mole
total charge = 0
E_LUMO (alpha / beta) = -0.91 / -1.08 eV

Cartesian coordinates (Å):
C  -1.12  -0.41  -1.33
C  0.02  -0.30  -0.36
C  1.23  -0.82  -0.54
O  0.16  1.98  -0.19
C  -0.23  0.55  0.84
O  -1.25  1.34  0.82
N  0.41  0.30  2.00
H  -0.87  -1.13  -2.11
H  -2.04  -0.72  -0.83
H  -1.32  0.57  -1.80
H  2.06  -0.61  0.12
H  1.43  -1.44  -1.41
H  0.24  0.91  2.79
H  1.26  -0.23  1.99


(5)
The following is a quantum chemistry calculation of an isolated molecule of C3H4N2O2S, from the Open Molecules 2025 dataset.

Properties
ΔE to the lowest compared entry with this formula, charge and spin = 30.5 kcal per mole
total charge = 0
E_LUMO = -0.83 eV
SMILES = O=CNC(=O)NC=S

Cartesian coordinates (Å):
C  -2.36  0.28  0.10
C  0.08  0.46  0.00
C  2.51  -0.07  -0.17
H  -2.36  1.44  0.06
H  -1.04  -1.22  0.38
H  0.93  -1.48  0.15
H  2.71  1.00  -0.21
N  -1.11  -0.24  0.23
N  1.13  -0.37  0.01
O  0.00  1.73  -0.15
O  3.37  -0.97  -0.18
S  -3.87  -0.55  -0.22


(6)
The following is a quantum chemistry calculation of a cluster of 2 separate species, CH4N5O2 in total, from the Open Molecules 2025 dataset.

Properties
ΔE to the lowest compared entry with this formula, charge and spin = 19.7 kcal per mole
total charge = -1
E_LUMO = 4.37 eV

Cartesian coordinates (Å):
C  1.28  -0.13  0.99
N  -2.08  -0.34  1.22
N  0.24  0.91  -2.64
N  -0.87  -0.29  1.28
N  0.24  -0.17  -2.04
N  0.01  -0.06  0.39
O  1.26  -0.07  2.31
O  2.24  -0.37  0.28
H  -2.53  -0.21  0.33
H  -0.73  1.21  -2.90
H  -0.14  -0.16  2.31
H  1.07  -0.31  -1.51


(7)
The following is a quantum chemistry calculation of a structure of composition C32H70N18O10S, from the Open Molecules 2025 dataset.

Properties
ΔE to the lowest compared entry with this formula, charge and spin = 0.0 kcal per mole
total charge = 0
E_LUMO = -0.34 eV

Cartesian coordinates (Å):
C  3.05  -3.93  1.05
C  4.10  -3.19  0.11
C  4.94  -2.12  0.91
C  4.84  -0.73  0.17
C  5.22  0.48  1.10
C  4.05  0.97  2.02
C  3.30  2.25  1.46
C  2.04  1.75  0.64
C  1.54  2.95  -0.26
C  0.15  3.55  0.15
C  -1.06  3.01  -0.65
C  -2.30  2.65  -0.04
C  -3.49  2.17  -0.79
C  -4.85  1.77  -0.16
C  -4.91  1.81  1.40
C  -4.79  0.40  2.07
C  -5.89  -0.62  1.62
C  -5.37  -2.10  1.86
C  -4.34  -2.46  0.73
O  -5.00  -2.58  -0.56
C  -4.03  -2.35  -1.55
C  -3.07  -3.52  -1.96
O  -3.91  -1.27  -2.08
C  -3.38  2.03  -2.20
C  -2.16  2.36  -2.95
N  -2.00  2.26  -4.28
S  -0.45  2.84  -4.52
N  -0.01  3.18  -2.98
C  -1.03  2.87  -2.12
H  2.02  -3.60  0.79
H  3.11  -5.02  0.79
H  3.31  -3.73  2.11
H  3.52  -2.76  -0.74
H  4.79  -3.96  -0.33
H  6.01  -2.44  1.01
H  4.53  -1.96  1.93
H  5.54  -0.70  -0.71
H  3.82  -0.68  -0.26
H  5.60  1.30  0.44
H  6.08  0.13  1.73
H  4.46  1.25  3.02
H  3.27  0.18  2.18
H  3.96  2.85  0.78
H  2.90  2.90  2.27
H  1.25  1.29  1.28
H  2.40  0.95  -0.06
H  2.29  3.77  -0.12
H  1.62  2.64  -1.33
H  0.21  4.66  0.06
H  -0.01  3.32  1.23
H  -2.35  2.74  1.06
H  -5.66  2.42  -0.59
H  -5.08  0.74  -0.53
H  -5.92  2.21  1.69
H  -4.19  2.54  1.85
H  -4.93  0.54  3.17
H  -3.74  0.02  1.96
H  -6.84  -0.53  2.19
H  -6.15  -0.58  0.53
H  -6.22  -2.83  1.78
H  -4.94  -2.22  2.88
H  -3.74  -3.36  0.97
H  -3.62  -1.60  0.67
H  -2.40  -3.76  -1.09
H  -2.52  -3.15  -2.85
H  -3.65  -4.44  -2.20
H  -4.27  1.66  -2.75
C  6.50  0.00  5.50
O  5.68  -0.60  4.82
N  7.52  0.71  4.95
N  6.45  0.00  6.86
H  8.21  1.21  5.49
H  7.59  0.72  3.95
H  5.71  -0.51  7.30
H  7.11  0.49  7.44
C  -6.60  -5.77  0.53
O  -6.41  -4.99  1.45
N  -7.00  -7.05  0.72
N  -6.43  -5.42  -0.78
H  -7.16  -7.70  -0.03
H  -7.14  -7.35  1.67
H  -6.13  -4.48  -0.96
H  -6.58  -6.05  -1.54
C  3.15  6.68  -0.57
O  3.05  5.48  -0.38
N  2.35  7.36  -1.44
N  4.08  7.44  0.06
H  2.42  8.34  -1.61
H  1.65  6.82  -1.93
H  4.69  6.98  0.72
H  4.19  8.43  -0.08
C  6.27  5.52  2.86
O  6.06  6.73  2.81
N  5.31  4.62  3.19
N  7.50  4.99  2.59
H  5.47  3.63  3.23
H  4.40  4.98  3.39
H  8.23  5.62  2.34
H  7.70  4.01  2.62
C  -8.13  -8.36  -2.79
O  -7.29  -8.38  -1.89
N  -9.25  -7.59  -2.72
N  -8.01  -9.11  -3.92
H  -9.95  -7.56  -3.43
H  -9.37  -7.03  -1.89
H  -7.19  -9.69  -4.00
H  -8.68  -9.11  -4.66
C  3.23  4.35  -5.80
O  2.41  3.79  -6.51
N  4.27  5.07  -6.31
N  3.16  4.32  -4.44
H  4.95  5.55  -5.75
H  4.34  5.12  -7.31
H  2.41  3.80  -4.02
H  3.82  4.78  -3.84
C  -2.66  -1.73  -5.36
O  -3.47  -2.59  -5.03
N  -2.59  -0.52  -4.75
N  -1.77  -1.92  -6.37
H  -1.93  0.20  -5.01
H  -3.23  -0.34  -4.00
H  -1.79  -2.81  -6.84
H  -1.09  -1.23  -6.66
C  1.39  -2.23  4.37
O  0.48  -3.03  4.32
N  2.59  -2.51  4.96
N  1.30  -0.97  3.85
H  3.36  -1.86  5.01
H  2.70  -3.42  5.36
H  0.43  -0.72  3.41
H  2.04  -0.29  3.88


(8)
The following is a quantum chemistry calculation of a structure of composition C23H32Br6N6O9, from the Open Molecules 2025 dataset.

Properties
total charge = 0
E_LUMO = -0.38 eV

Cartesian coordinates (Å):
C  9.47  4.91  -0.09
Br  8.10  6.32  0.23
Br  10.41  4.20  1.44
Br  10.56  5.34  -1.65
H  8.92  4.06  -0.49
C  1.15  0.08  -1.22
Br  0.57  -1.22  0.12
Br  3.14  0.30  -1.19
Br  0.52  1.84  -0.84
H  0.86  -0.27  -2.21
C  0.24  11.60  3.03
C  1.05  10.73  3.82
C  1.48  9.55  3.20
C  1.17  9.23  1.81
C  0.38  10.10  1.07
C  -0.13  11.25  1.75
O  -1.00  12.15  1.18
O  2.34  8.80  3.97
H  -0.27  12.39  3.54
H  1.25  10.94  4.86
H  1.52  8.36  1.27
H  0.17  9.82  0.05
H  -1.17  12.04  0.24
H  2.32  9.08  4.88
C  4.90  -9.00  1.20
C  5.29  -7.74  1.65
C  4.35  -7.04  2.33
C  3.07  -7.54  2.65
C  2.78  -8.79  2.30
C  3.65  -9.59  1.57
O  3.25  -10.84  1.31
O  4.79  -5.82  2.71
H  5.42  -9.72  0.58
H  6.25  -7.44  1.26
H  2.38  -6.88  3.16
H  1.85  -9.19  2.67
H  2.35  -10.84  1.65
H  4.20  -5.26  3.22
C  -3.15  -1.18  -7.50
C  -2.54  -0.94  -8.74
C  -2.92  -1.60  -9.91
C  -3.88  -2.61  -9.80
C  -4.57  -2.79  -8.60
C  -4.08  -2.19  -7.44
O  -4.52  -2.52  -6.18
O  -2.30  -1.37  -11.18
H  -2.83  -0.66  -6.61
H  -1.70  -0.28  -8.88
H  -4.17  -3.24  -10.63
H  -5.42  -3.46  -8.52
H  -4.41  -1.80  -5.56
H  -1.66  -0.66  -11.31
C  -6.12  1.14  1.15
O  -5.80  0.47  0.20
N  -7.26  1.69  1.42
N  -5.31  1.30  2.14
H  -7.91  1.53  0.67
H  -7.48  2.33  2.17
H  -4.52  0.67  2.19
H  -5.49  1.90  2.94
C  -3.97  -6.64  1.02
O  -4.04  -7.76  1.54
N  -4.49  -5.60  1.60
N  -3.44  -6.38  -0.18
H  -4.85  -5.89  2.50
H  -4.63  -4.74  1.09
H  -3.10  -7.15  -0.74
H  -3.38  -5.52  -0.71
C  2.04  0.65  5.77
O  2.97  -0.04  6.06
N  2.04  1.88  5.27
N  0.75  0.47  5.86
H  1.14  2.11  4.90
H  2.91  2.12  4.81
H  0.21  1.28  6.12
H  0.28  -0.41  6.05